No. 1
ORCA calculation (ωB97M-V/def2-TZVPD) on C3H10N2OP as an isolated structure.

Calculated values
net charge	+1
HOMO energy	-14.632	eV
multiplicity	1
frontier orbital gap	10.66	eV

XYZ file:
```
17
Properties=species:S:1:pos:R:3:mulliken_charge:R:1
C -2.2662 0.1444 -0.1534 0.140
C 1.2035 -0.1944 1.5034 -0.870
C 1.6781 0.4458 -1.3763 -0.944
N -1.0810 0.7312 -0.2880 -0.464
N -2.4687 -1.0770 0.4075 -0.320
O 0.2601 -2.0561 -0.2118 -0.607
P 0.7450 -0.7044 -0.1776 0.861
H -3.1512 0.7155 -0.4093 0.370
H 0.3202 -0.4822 2.0695 0.312
H 1.8318 -0.8949 1.9054 0.438
H 1.4219 0.8584 1.4652 0.310
H 1.3389 0.1992 -2.4210 0.349
H 1.1971 1.4305 -1.2178 0.339
H 2.7975 0.4833 -1.3150 0.367
H -1.1510 1.6876 -0.7559 0.255
H -3.3544 -1.6192 0.3035 0.281
H -1.5334 -1.5703 0.5743 0.183
```



No. 2
ORCA calculation (ωB97M-V/def2-TZVPD) on C3H10N2S as an isolated structure.

Calculated values
net charge	+1
HOMO energy (alpha / beta)	-13.977 / -13.935	eV
multiplicity	2
frontier orbital gap (alpha / beta)	7.35 / 4.82	eV

XYZ file:
```
16
Properties=species:S:1:pos:R:3:lowdin_spin:R:1
C 1.1695 0.1613 -0.9520 0.001
C 1.6593 -0.2229 0.4474 0.103
S 0.8811 0.7441 1.7302 0.841
N 1.2686 1.6012 -1.2833 0.015
H 0.1017 -0.1081 -1.0172 -0.001
H 1.6660 -0.4520 -1.7117 -0.001
H 2.7514 -0.1418 0.5036 0.018
H 1.4722 -1.2967 0.6480 0.035
H 2.2325 1.7512 -1.5877 0.000
H 1.1935 2.0827 -0.3892 0.008
C -3.1122 -1.2859 0.7289 0.001
N -2.3148 -0.8096 -0.1312 0.007
H -3.7756 -2.0871 0.4146 0.000
H -3.1360 -0.9680 1.7772 0.000
H -1.6650 -0.1593 0.3340 0.000
H -0.3922 1.1907 0.4884 -0.029
```



No. 3
ORCA calculation (ωB97M-V/def2-TZVPD) on an isolated molecule of C3H10N2S2.

Calculated values
net charge	0
HOMO energy	-8.363	eV
multiplicity	1
frontier orbital gap	8.67	eV

XYZ file:
```
17
Properties=species:S:1:pos:R:3:mulliken_charge:R:1
S 2.1370 3.1424 -1.4183 -0.203
S 2.4952 1.2338 -0.4757 -0.103
C 1.1196 0.2434 -1.0160 -0.650
C 0.0623 -0.0737 0.2669 0.054
C -1.1242 -1.0099 -0.2539 -0.654
N -2.1613 -1.1265 0.7683 -0.605
N 0.6263 -0.8556 1.3925 -0.741
H 2.3446 3.5910 -0.1652 0.163
H 0.3716 0.7570 -1.7118 0.356
H 1.5224 -0.7377 -1.3742 0.273
H -0.2807 0.9677 0.5464 0.333
H -1.5028 -0.5325 -1.1959 0.374
H -0.6579 -2.0632 -0.4647 0.350
H -2.6746 -0.2523 0.7070 0.217
H -2.8336 -1.8474 0.4410 0.249
H -0.2263 -1.2073 1.7711 0.339
H 0.7824 -0.2291 2.1826 0.249
```



No. 4
ORCA calculation (ωB97M-V/def2-TZVPD) on C3H10N3 as an isolated structure.

Calculated values
net charge	+1
HOMO energy	-12.974	eV
multiplicity	1
frontier orbital gap	9.75	eV

XYZ file:
```
16
Properties=species:S:1:pos:R:3:mulliken_charge:R:1
C 0.3575 0.7448 -0.2015 0.017
C 0.8152 -0.7396 -0.3600 -0.320
C -0.7003 -0.3401 -0.2780 -0.555
N 0.1252 1.3762 1.1261 -0.537
N 1.2672 -1.1645 -1.5945 -0.501
N -1.4866 -0.3642 0.8968 -0.352
H 0.5611 1.5249 -1.0553 0.265
H 1.2182 -1.3919 0.3473 0.408
H -1.1393 -0.4294 -1.2006 0.364
H -0.1192 2.4742 1.0653 0.341
H 0.9757 1.2019 1.8591 0.341
H 0.5535 -1.1252 -2.3262 0.191
H 2.2305 -1.0477 -1.8668 0.223
H -1.2197 -1.0986 1.4761 0.299
H -2.5099 -0.2617 0.6947 0.313
H -0.9291 0.6411 1.4176 0.505
```



No. 5
ORCA calculation (ωB97M-V/def2-TZVPD) on a 2-piece molecular cluster, C3H10N3 overall.

Calculated values
net charge	+1
HOMO energy	-14.076	eV
multiplicity	1
frontier orbital gap	11.21	eV

XYZ file:
```
16
Properties=species:S:1:pos:R:3:mulliken_charge:R:1
C 0.3408 1.5513 0.4020 -0.075
C 0.9877 2.3103 1.2707 -0.675
N -0.7817 0.7123 0.8547 -0.331
H 0.5792 1.4233 -0.6441 0.433
H 1.7745 2.9990 1.0086 0.281
H 0.6658 2.2884 2.3063 0.233
H -0.5501 0.3221 1.7547 0.390
H -1.6317 1.2733 0.9885 0.387
H -1.0502 -0.1245 0.1523 0.300
N 0.9790 -1.5741 -1.1725 -0.364
C -0.3098 -1.9543 -1.3344 0.029
N -1.2847 -1.3771 -0.7222 -0.584
H 1.7062 -2.1497 -1.5566 0.254
H 1.2108 -1.1000 -0.3234 0.196
H -0.4828 -2.7904 -2.0039 0.360
H -2.1532 -1.8099 -0.9806 0.165
```



No. 6
ORCA calculation (ωB97M-V/def2-TZVPD) on a 2-piece molecular cluster, C3H10N3 overall.

Calculated values
net charge	+1
HOMO energy	-14.605	eV
multiplicity	1
frontier orbital gap	11.85	eV

XYZ file:
```
16
Properties=species:S:1:pos:R:3:mulliken_charge:R:1
C -1.1752 2.8567 -0.5104 -0.734
N -0.6712 1.8797 0.4551 -0.185
C -0.4165 0.6313 0.1518 0.277
N 0.0429 -0.2751 0.9738 -0.294
H -0.3737 3.4950 -0.8759 0.307
H -1.9371 3.4716 -0.0422 0.294
H -1.6246 2.3329 -1.3493 0.293
H -0.4533 2.2165 1.3766 0.229
H -0.6212 0.3257 -0.8690 0.273
H 0.1737 0.0066 1.9325 0.187
H 0.2644 -1.2786 0.6572 0.397
C 1.6959 -3.0250 -0.5573 -0.212
N 0.6382 -2.7684 0.0902 -0.492
H 2.3770 -2.2184 -0.8057 0.227
H 1.9709 -4.0249 -0.8791 0.252
H 0.1099 -3.6255 0.2517 0.182
```



No. 7
ORCA calculation (ωB97M-V/def2-TZVPD) on a 2-piece molecular cluster, C3H10N3O overall.

Calculated values
net charge	-1
HOMO energy (alpha / beta)	-1.465 / -1.465	eV
multiplicity	1
frontier orbital gap (alpha / beta)	5.80 / 5.80	eV

XYZ file:
```
17
Properties=species:S:1:pos:R:3:mulliken_charge:R:1
C -2.2963 1.0368 0.1937 -0.656
C 1.8713 -1.2132 0.2270 -0.725
C 1.7017 1.1199 -0.4103 -0.769
N -0.8782 1.1810 -0.0429 -0.634
N 1.0421 -0.1317 0.1689 0.429
N -0.2226 0.0423 0.3393 -0.241
O -1.1573 -2.1637 -0.1942 -0.819
H -2.7147 1.9078 -0.3844 0.260
H -2.6183 0.0477 -0.0354 0.231
H -2.4130 1.1851 1.2457 0.182
H -0.7615 -1.2633 -0.0739 0.541
H 2.6209 -1.0334 0.9167 0.110
H 1.2577 -2.1230 0.3134 0.076
H 1.3703 1.2734 -1.5228 0.230
H 1.0770 1.9552 0.2068 0.244
H 2.7881 0.9785 -0.1128 0.266
H -0.6673 -2.7994 -0.8345 0.275
```



No. 8
ORCA calculation (ωB97M-V/def2-TZVPD) on an isolated ion of composition C3H10N3O and charge +1.

Calculated values
net charge	+1
HOMO energy	-14.174	eV
multiplicity	1
frontier orbital gap	11.10	eV

XYZ file:
```
17
Properties=species:S:1:pos:R:3:mulliken_charge:R:1
C -1.0628 1.1087 0.1385 -0.522
C -0.2143 0.3716 -1.0148 0.073
C -0.0360 -0.4907 1.3309 -0.023
N 0.2915 -0.8272 -0.4045 -0.364
N -0.0326 -1.5747 2.1967 -0.498
N 0.8867 1.1046 -1.5994 -0.645
O -1.2148 0.1067 1.1541 -0.376
H -0.7025 2.0430 0.4954 0.361
H -2.0311 1.2454 -0.2899 0.281
H -0.9716 0.2246 -1.8203 0.401
H 0.7927 0.0407 1.4811 0.580
H 1.2671 -0.9431 -0.5167 0.302
H -0.2059 -1.5947 -0.8645 0.351
H -0.9441 -1.9817 2.3113 0.287
H 0.7199 -2.2805 2.0316 0.284
H 0.7171 1.6472 -2.4946 0.279
H 1.3274 1.6284 -0.8433 0.230
```



No. 9
ORCA calculation (ωB97M-V/def2-TZVPD) on a 3-piece molecular cluster, C3H10N3O overall.

Calculated values
net charge	+1
HOMO energy	-13.905	eV
multiplicity	1
frontier orbital gap	10.57	eV

XYZ file:
```
17
Properties=species:S:1:pos:R:3:mulliken_charge:R:1
C -3.1912 -2.6122 0.2618 -0.389
C -2.0765 -1.7877 -0.2482 0.056
C 0.6163 -0.2342 -0.1374 0.249
N -0.3313 0.5094 -0.4233 -0.162
N 1.8893 -0.0885 -0.2533 -0.329
N 2.2775 2.6645 0.0008 -0.885
O -1.8041 -2.8321 0.4604 -0.156
H -3.6921 -2.1924 1.1805 0.175
H -3.9061 -3.2726 -0.2811 0.256
H 0.2809 -1.2744 0.0715 0.178
H -0.0618 1.4715 -0.6460 0.220
H -1.3022 0.2224 -0.2187 0.264
H 2.6496 -0.7450 0.1283 0.308
H 2.1178 0.9973 -0.2278 0.415
H 3.1380 3.1350 0.2811 0.241
H 1.7846 3.3636 -0.6490 0.273
H 1.6112 2.6756 0.7004 0.285
```



No. 10
ORCA calculation (ωB97M-V/def2-TZVPD) on a 2-piece molecular cluster, C3H10N3O2 overall.

Calculated values
net charge	+1
HOMO energy	-14.220	eV
multiplicity	1
frontier orbital gap	10.91	eV

XYZ file:
```
18
Properties=species:S:1:pos:R:3:mulliken_charge:R:1
C 1.1300 1.4318 -1.2887 -0.824
N 0.5559 1.2533 0.0387 -0.152
C -0.6494 1.5582 0.4284 0.181
N -1.0090 1.5281 1.6944 -0.306
H 1.2582 0.4568 -1.7569 0.307
H 2.0829 1.9477 -1.2117 0.337
H 0.4856 2.0409 -1.9196 0.313
H 1.2003 0.9579 0.7647 0.245
H -1.3801 1.7709 -0.3412 0.347
H -0.3859 1.1410 2.3908 0.235
H -1.9816 1.5318 1.9432 0.269
N 0.4855 -2.6437 -0.5143 -0.500
C -0.2525 -1.9591 0.4487 0.736
O -1.3762 -1.3725 -0.0108 -0.466
O 0.1239 -1.8010 1.5754 -0.543
H -0.0486 -3.1758 -1.1895 0.238
H 1.1836 -3.2308 -0.0776 0.271
H -1.4227 -1.4354 -0.9740 0.312
```



No. 11
ORCA calculation (ωB97M-V/def2-TZVPD) on a 2-piece molecular cluster, C3H10N3O3 overall.

Calculated values
net charge	+1
HOMO energy (alpha / beta)	-13.104 / -13.104	eV
multiplicity	1
frontier orbital gap (alpha / beta)	7.66 / 7.66	eV

XYZ file:
```
19
Properties=species:S:1:pos:R:3:mulliken_charge:R:1
C 2.1975 0.1424 -0.1172 0.586
C -1.6753 -2.1692 -0.4610 -0.554
C -1.9410 1.7811 0.4501 -0.604
N 3.3187 0.3302 0.6958 -0.417
N 1.0909 -0.3940 0.2342 -0.433
N -1.0229 0.0665 -0.8778 0.182
O 2.3288 0.8491 -1.2472 -0.482
O -1.6406 -0.7600 -0.1139 -0.057
O -1.1831 1.3144 -0.6101 -0.010
H -2.7648 -2.4682 -0.3388 0.279
H -1.0122 -2.6379 0.3159 0.235
H -1.4750 -2.4151 -1.4118 0.365
H -2.9514 1.5561 0.2797 0.337
H -1.7566 2.7541 0.7680 0.333
H -1.6109 1.1549 1.3153 0.292
H 3.4634 0.0544 1.7093 0.227
H 4.0253 0.9107 0.2229 0.235
H 1.0249 -0.9510 1.0385 0.155
H 1.5844 0.8815 -1.8516 0.328
```



No. 12
ORCA calculation (ωB97M-V/def2-TZVPD) on a 2-piece molecular cluster, C3H10N3S overall.

Calculated values
net charge	+1
HOMO energy	-12.864	eV
multiplicity	1
frontier orbital gap	8.33	eV

XYZ file:
```
17
Properties=species:S:1:pos:R:3:mulliken_charge:R:1
C 0.4417 0.4306 -0.1018 0.066
C 2.9018 0.7258 0.4046 -0.803
C -2.0617 1.2748 -0.5034 -0.845
N -2.3678 -1.5253 0.1384 -0.715
N 1.7038 -0.0726 0.0982 0.588
N 1.9857 -1.3096 -0.1364 -0.683
S -0.9475 0.3609 0.6744 0.200
H 2.5884 1.6776 0.9622 0.327
H 3.5103 0.0868 1.1065 0.301
H 3.2342 0.8619 -0.6108 0.374
H -2.3458 0.4971 -1.1240 0.322
H -1.5982 2.1701 -0.8273 0.383
H -2.7274 1.7955 0.1790 0.363
H -3.3512 -1.6133 0.3295 0.225
H -1.8261 -2.2802 0.5042 0.280
H 2.9520 -1.5659 -0.2497 0.280
H -2.0922 -1.5142 -0.8435 0.337
```



| no. | F_max (eV/Å) | total energy (Ha) |
| --- | --- | --- |
| 1 | 5.2 | -646.1641 |
| 2 | 3.8 | -627.5498 |
| 3 | 3.7 | -1026.1403 |
| 4 | 3.9 | -284.2418 |
| 5 | 0.7 | -284.3188 |
| 6 | 0.5 | -284.3330 |
| 7 | 6.2 | -359.6389 |
| 8 | 4.6 | -359.5328 |
| 9 | 7.8 | -359.4393 |
| 10 | 1.1 | -434.8647 |
| 11 | 4.6 | -509.8647 |
| 12 | 3.6 | -682.3198 |